Entry w
The following is a quantum chemistry calculation of a 2-piece molecular cluster, C3H3IO overall, from the OMol25 dataset.

Its SMILES is C#CC=O.I. For the frontier orbital gap, the calculation gives 9.74 eV.

Last column: natural (NBO) charge in e.
Atoms and positions in Å:
C -1.46397 -1.35293 0.33512  -0.11
C -1.17474 -0.21779 0.67140  -0.14
C -1.40226 1.07985 1.18400  0.36
O -0.81585 2.07325 0.90232  -0.47
H -1.48829 -2.31900 -0.05010  0.23
H -2.45128 1.10124 1.71496  0.13
I 2.62448 0.01069 0.02322  -0.10
H 1.41884 0.81085 -0.60518  0.11

Entry x
The following is a quantum chemistry calculation of one molecule with the formula C3H3IO, from the OMol25 dataset.

Its SMILES is I[C@@H]1C=CO1. For the frontier orbital gap, the calculation gives 9.53 eV.

Last column: natural (NBO) charge in e.
Atoms and positions in Å:
I 1.68246 -1.17383 1.79311  0.10
C -0.05059 -0.75423 0.56563  -0.07
C 0.20069 0.13589 -1.02746  -0.29
C -0.38223 1.08851 -0.28399  0.12
O -0.64118 0.49633 0.89391  -0.52
H -0.74944 -1.66574 0.64230  0.22
H 0.53438 -0.19383 -2.00042  0.23
H -0.59409 2.06691 -0.58307  0.20

In terms of stability, entry w leads; the second structure lies 0.0140 hartree higher.

Entry w
The following is a quantum chemistry calculation of a 2-piece molecular cluster, C3H3IO overall, from the OMol25 dataset.

For the frontier orbital gap, the calculation gives 8.64 eV.

Last column: natural (NBO) charge in e.
Atoms and positions in Å:
C -0.74630 -1.13383 -1.56204  -0.23
C 0.17967 -1.67656 -1.00425  -0.23
C 0.11945 1.41202 1.52044  0.19
O 0.64998 1.84673 2.53661  -0.63
I -0.65781 2.65795 -0.05825  -0.04
H -1.37318 -0.59146 -2.20254  0.23
H 0.78321 -2.18790 -0.32389  0.23
H 0.57334 2.75715 2.76379  0.48

Entry x
The following is a quantum chemistry calculation of C3H3IO as an isolated structure, from the OMol25 dataset.

For the frontier orbital gap (spin up / spin down), the calculation gives 8.13 / 8.64 eV.

Last column: natural (NBO) charge in e.
Atoms and positions in Å:
C 0.52136 -0.03249 -0.49136  -0.41
C 0.67948 0.62306 0.67120  0.16
C 0.36450 -1.23572 0.33167  0.08
O 0.55093 -0.49662 1.49935  -0.54
I 1.29891 -3.07349 0.15002  0.23
H 0.49798 0.18278 -1.53509  0.24
H 0.84605 1.60486 1.06229  0.21
H -1.65603 -1.66486 0.30427  0.04

In terms of stability, entry w leads; the second structure lies 0.0236 hartree higher.

Entry w
The following is a quantum chemistry calculation of one molecule with the formula C2H6O2, from the OMol25 dataset.

Its SMILES is OCCO. For the frontier orbital gap, the calculation gives 11.11 eV.

Last column: natural (NBO) charge in e.
Atoms and positions in Å:
O -1.83907 -0.13967 0.03992  -0.72
C -0.44152 0.54617 -0.09122  -0.10
C 0.57028 -0.47922 0.14927  -0.06
O 1.83825 -0.00238 -0.15724  -0.73
H -1.94055 -0.70690 -0.49908  0.42
H -0.39590 0.82275 -1.01921  0.17
H -0.71118 1.34051 0.60158  0.20
H 0.41980 -0.70893 1.20539  0.17
H 0.34073 -1.49075 -0.65030  0.17
H 2.15916 0.81840 0.42089  0.48

Entry x
The following is a quantum chemistry calculation of a 2-piece molecular cluster, C2H6O2 overall, from the OMol25 dataset.

Its SMILES is C=CO.O. For the frontier orbital gap, the calculation gives 9.71 eV.

Last column: natural (NBO) charge in e.
Atoms and positions in Å:
C -0.51868 -1.21933 0.05524  -0.54
C -0.26247 -0.89859 -1.20742  0.16
O 0.09848 0.35654 -1.59531  -0.69
H -0.82211 -2.22679 0.29455  0.20
H -0.66395 -0.49417 0.84007  0.19
H -0.44003 -1.55868 -2.03454  0.17
H 0.72134 0.66284 -0.92449  0.50
O 0.68347 1.74144 1.14719  -0.95
H 0.46851 1.06047 1.79076  0.47
H 0.73543 2.57626 1.63396  0.48

In terms of stability, entry x leads; the second structure lies 0.0912 hartree higher.

Entry w
The following is a quantum chemistry calculation of a 2-piece molecular cluster, C2H6O2 overall, from the OMol25 dataset.

Its SMILES is C=CO.O. For the frontier orbital gap, the calculation gives 10.17 eV.

Last column: natural (NBO) charge in e.
Atoms and positions in Å:
C -0.20535 0.94940 -0.62459  -0.53
C -0.38336 -0.27326 -1.09337  0.15
O 0.68241 -1.14516 -1.06194  -0.70
H -0.99935 1.67988 -0.58269  0.21
H 0.72131 1.23454 -0.15696  0.20
H -1.25397 -0.68040 -1.57561  0.18
H 0.44891 -2.02092 -1.38933  0.48
O 0.49207 -0.12533 2.45850  -0.94
H 0.79931 -0.04841 1.54878  0.47
H -0.30200 0.42967 2.47722  0.47

Entry x
The following is a quantum chemistry calculation of a 2-piece molecular cluster, C2H6O2 overall, from the OMol25 dataset.

Its SMILES is C=C.OO. For the frontier orbital gap, the calculation gives 11.35 eV.

Last column: natural (NBO) charge in e.
Atoms and positions in Å:
C -0.17731 -1.66603 -1.61693  -0.37
C 0.10955 -0.59510 -0.88335  -0.41
H -0.52061 -1.56549 -2.64159  0.20
H -0.08198 -2.68441 -1.26711  0.20
H -0.06622 0.39209 -1.29742  0.19
H 0.56440 -0.57184 0.11598  0.19
O 0.66679 1.51115 1.38128  -0.45
O 0.06107 1.81607 2.65323  -0.46
H -0.00244 0.84098 1.13336  0.46
H -0.55325 2.52258 2.42255  0.45

In terms of stability, entry w leads; the second structure lies 0.1120 hartree higher.